Here is C27H35BF4N4P2Ti as an isolated structure from the Open Molecules 2025 dataset. Energies are from the ωB97M-V functional and the def2-TZVPD basis.

Each line ends with the Löwdin spin population.
CARTESIAN COORDINATES (ANGSTROEM)
1 Ti -2.50069 0.08172 -0.07314  0.83
2 C -3.17880 -0.69035 -1.90016  0.17
3 C -1.93691 -0.05994 -2.07326  0.22
4 C -1.79577 1.32072 -2.65670  0.05
5 C -2.70034 2.37415 -1.95603  0.04
6 C -2.99892 2.08851 -0.50140  0.21
7 C -4.10707 1.35483 -0.03719  0.17
8 C -5.12609 0.65455 -0.91169  0.05
9 C -4.50107 0.00478 -2.15926  0.03
10 C -2.92862 -1.22271 1.50427  0.04
11 H -3.19957 -1.78254 -1.98594  0.02
12 H -1.01553 -0.64769 -2.10234  0.01
13 H -2.03530 1.28965 -3.73264  0.01
14 H -0.74432 1.64588 -2.60408  0.00
15 H -2.20053 3.35188 -2.00272  0.00
16 H -3.61312 2.51846 -2.55865  0.01
17 H -2.55761 2.81221 0.19181  0.01
18 H -4.42812 1.55914 0.98780  0.01
19 H -5.94586 1.34345 -1.21095  0.02
20 H -5.64436 -0.10799 -0.30150  0.00
21 H -5.21866 -0.71690 -2.56868  0.00
22 H -4.43365 0.75125 -2.95859  0.00
23 H -2.98001 -2.29781 1.25413  0.01
24 H -3.80812 -0.89397 2.08843  0.01
25 H -2.04345 -1.06224 2.14250  0.00
26 P 1.74223 2.24549 0.09941  0.00
27 P 2.21210 -1.58043 -0.26705  0.00
28 N 0.11500 3.34731 1.67938  0.00
29 N 2.48377 1.84299 1.52615  0.00
30 N 0.84744 -2.52320 -0.79384  0.00
31 N 3.33283 -2.77487 -1.13057  0.00
32 C 2.75878 1.22155 -1.00807  0.00
33 C 2.23008 -0.18309 -1.47808  0.00
34 C -1.00667 3.12214 2.43693  0.00
35 C -1.51009 4.34077 2.95551  0.00
36 C -0.68224 5.36260 2.41902  0.00
37 C 0.29332 4.70715 1.63869  0.00
38 C 1.95067 1.42968 2.75995  0.00
39 C 2.76695 1.91919 3.76829  0.00
40 C 3.80671 2.69786 3.14318  0.00
41 C 3.60491 2.65405 1.79173  0.00
42 C -0.19671 -2.88110 0.06955  0.00
43 C -1.17106 -3.54679 -0.66551  0.00
44 C -0.72386 -3.59913 -2.01301  0.00
45 C 0.47691 -2.90093 -2.09315  0.00
46 C 3.49803 -2.93861 -2.50800  0.00
47 C 4.01089 -4.19355 -2.77855  0.00
48 C 4.15900 -4.86274 -1.53471  0.00
49 C 3.71968 -3.98954 -0.54478  0.00
50 H 3.80736 1.23488 -0.65226  0.00
51 H 2.72793 1.85704 -1.93168  0.00
52 H 1.20384 -0.08505 -1.84797  0.00
53 H 2.87171 -0.47258 -2.31405  0.00
54 H -1.35416 2.10997 2.58745  0.00
55 H -2.34002 4.44771 3.63278  0.00
56 H -0.76919 6.43436 2.55454  0.00
57 H 1.09992 5.17567 1.09274  0.00
58 H 1.08867 0.80678 2.78184  0.00
59 H 2.64334 1.75414 4.82919  0.00
60 H 4.59746 3.21942 3.66536  0.00
61 H 4.14863 3.06281 0.95949  0.00
62 H -0.14838 -2.54017 1.09902  0.00
63 H -2.11321 -3.93646 -0.29841  0.00
64 H -1.23440 -4.05182 -2.84325  0.00
65 H 1.09492 -2.62196 -2.94314  0.00
66 H 3.21514 -2.15597 -3.20177  0.00
67 H 4.20540 -4.58745 -3.77242  0.00
68 H 4.51273 -5.87982 -1.40473  0.00
69 H 3.62566 -4.10944 0.53121  0.00
70 F -0.76622 0.48589 0.42334  0.06
71 B 2.70440 -3.18430 3.93203  0.00
72 F 2.09486 -3.84220 2.92254  0.00
73 F 3.91762 -3.57655 4.35284  0.00
74 F 2.08981 -2.13078 4.49877  0.00

Calculated values
ΔE to the lowest compared entry with this formula, charge and spin = 506.0 kJ/mol
molar mass = 612.22 g/mol
HOMO (spin up / spin down) = -6.73 / -6.73 eV
E_tot = -3225.2586 Eh
charge = 0
spin multiplicity = 3
<S²> = 2.005
E_LUMO (spin up / spin down) = -2.61 / -2.61 eV

=====

Here is C27H35BrF3O3PtSSi as an isolated structure from the Open Molecules 2025 dataset. Energies are from the ωB97M-V functional and the def2-TZVPD basis.

Each line ends with the Löwdin charge.
CARTESIAN COORDINATES (ANGSTROEM)
1 Pt -0.21893 0.89701 -0.47678  1.08
2 C -1.34181 1.87408 3.29161  0.00
3 C 0.05859 1.51886 2.82732  -0.59
4 C 0.76201 2.71403 2.21552  -0.03
5 C 0.88133 0.88753 3.93491  -0.01
6 O -0.06649 0.53041 1.72667  -0.32
7 Si -0.42023 -1.10009 1.75904  -0.09
8 S -0.77043 -1.28137 -0.39156  0.53
9 O 0.75164 -2.06051 2.26095  -0.13
10 C 2.10583 -2.40781 1.84186  -0.61
11 C 2.87142 -2.67141 3.12668  -0.01
12 C 2.73049 -1.26163 1.06102  -0.03
13 C 2.00242 -3.66164 0.99065  -0.02
14 O -1.77771 -1.32625 2.57057  -0.14
15 C -2.36526 -2.51752 3.18353  -0.61
16 C -1.63192 -2.79056 4.48559  -0.01
17 C -2.24209 -3.68080 2.21178  -0.02
18 C -3.81943 -2.16046 3.43211  -0.02
19 H -1.28753 2.62779 4.07687  0.10
20 H -1.85723 0.99773 3.68212  0.08
21 H -1.92612 2.28314 2.46493  0.09
22 H 0.88043 3.49674 2.96387  0.11
23 H 0.17155 3.13194 1.39459  0.08
24 H 1.75082 2.43960 1.84485  0.09
25 H 0.94173 1.57667 4.77682  0.11
26 H 1.89426 0.66792 3.59781  0.09
27 H 0.42101 -0.03602 4.29188  0.09
28 H 2.92407 -1.76811 3.73556  0.09
29 H 3.88746 -2.99510 2.90110  0.10
30 H 2.38051 -3.45343 3.70539  0.09
31 H 2.72850 -0.34222 1.64880  0.08
32 H 2.20636 -1.09126 0.11754  0.06
33 H 3.76543 -1.50389 0.81957  0.10
34 H 1.49477 -4.45248 1.54288  0.09
35 H 2.99746 -4.01618 0.72107  0.10
36 H 1.45135 -3.46232 0.07012  0.08
37 H -0.57702 -2.99421 4.30183  0.08
38 H -2.06880 -3.65607 4.98394  0.10
39 H -1.71580 -1.93313 5.15488  0.09
40 H -1.19471 -3.89969 1.99340  0.08
41 H -2.76733 -3.46035 1.28078  0.09
42 H -2.68444 -4.57886 2.64307  0.10
43 H -3.88856 -1.26647 4.05198  0.09
44 H -4.32431 -2.97713 3.94810  0.10
45 H -4.33676 -1.97568 2.49051  0.09
46 Br -5.53497 4.55502 -1.81298  0.80
47 C -4.02745 3.47097 -1.49921  -0.68
48 C -4.14700 2.36100 -0.67139  -0.11
49 C -3.04881 1.54872 -0.44334  -0.10
50 C -1.84356 1.89101 -1.04254  -0.29
51 C -1.71168 2.97415 -1.89909  -0.09
52 C -2.82308 3.78359 -2.10682  -0.10
53 H -5.09609 2.12655 -0.20985  0.11
54 H -3.14078 0.68365 0.20012  0.10
55 H -0.77873 3.19761 -2.39272  0.10
56 H -2.74788 4.64389 -2.75694  0.11
57 F 3.62400 0.19168 -9.02105  0.15
58 C 3.23375 1.40120 -8.58395  -0.59
59 F 4.29413 2.21626 -8.65050  0.15
60 F 2.31777 1.85643 -9.45611  0.15
61 C 2.66350 1.31759 -7.19283  -0.11
62 C 3.20868 2.05368 -6.15362  0.01
63 C 2.66144 1.95913 -4.88474  -0.01
64 C 1.56414 1.12993 -4.66015  -0.24
65 C 1.02177 0.38848 -5.71375  0.00
66 C 1.57362 0.48344 -6.97628  0.01
67 C 0.97668 1.03882 -3.35717  -0.07
68 C 0.51347 0.98638 -2.24230  -0.22
69 H 4.05757 2.69759 -6.33320  0.13
70 H 3.08414 2.52470 -4.06589  0.12
71 H 0.17297 -0.25642 -5.53346  0.12
72 H 1.15585 -0.08588 -7.79598  0.13

Calculated values
ΔE to the lowest compared entry with this formula, charge and spin = 0.0 kJ/mol
molar mass = 799.70 g/mol
HOMO = -11.49 eV
E_tot = -4956.0505 Eh
charge = +1
spin multiplicity = 1
E_LUMO = -5.64 eV

=====

Here is C27H35BrN5O2PdS2Si as an isolated structure from the Open Molecules 2025 dataset. Energies are from the ωB97M-V functional and the def2-TZVPD basis.

Each line ends with the Löwdin charge.
CARTESIAN COORDINATES (ANGSTROEM)
1 Pd 0.21970 -0.96530 0.04897  0.56
2 C -3.81109 1.59807 -4.73774  -0.17
3 Si -4.01073 0.69906 -3.10911  0.52
4 C -4.13766 1.96449 -1.74226  -0.20
5 C -5.49136 -0.43489 -3.11520  -0.17
6 C -2.46441 -0.41801 -2.99876  -0.22
7 C -2.02882 -1.07403 -4.14602  -0.05
8 C -0.88163 -1.86901 -4.15438  -0.04
9 C -0.15738 -1.98376 -2.99211  -0.13
10 N -0.57455 -1.39014 -1.87430  -0.10
11 C -1.68243 -0.64484 -1.86242  -0.71
12 S -1.94436 -0.05723 -0.25073  0.73
13 H -4.62872 2.30757 -4.88498  0.04
14 H -3.81642 0.91574 -5.59059  0.03
15 H -2.87253 2.15660 -4.76170  0.04
16 H -4.90285 2.69527 -2.01805  0.04
17 H -3.19779 2.50177 -1.59845  0.02
18 H -4.42664 1.52046 -0.78838  0.02
19 H -6.40325 0.13516 -3.31139  0.04
20 H -5.61126 -0.93964 -2.15405  0.04
21 H -5.40382 -1.20110 -3.88906  0.04
22 H -2.58294 -0.96160 -5.07163  0.11
23 H -0.56010 -2.38187 -5.04946  0.11
24 H 0.76572 -2.54549 -2.93956  0.09
25 C 2.42469 -2.16902 2.45679  -0.07
26 O 1.56906 -1.06120 2.20241  -0.18
27 C 1.78476 0.06358 2.95857  -0.20
28 C 2.79226 0.20123 3.89199  -0.05
29 C 2.83921 1.36322 4.65859  -0.67
30 Br 4.20416 1.54243 5.95190  0.78
31 C 1.91759 2.37072 4.49736  -0.06
32 C 0.93215 2.24954 3.51274  -0.07
33 C 0.87810 1.09677 2.75247  -0.18
34 O -0.05493 0.88509 1.76734  -0.07
35 C -0.05157 3.33285 3.36454  -0.27
36 N -0.40796 4.11013 4.34111  0.19
37 C -1.35595 4.97139 3.80550  -0.22
38 C -2.05065 6.01711 4.41165  -0.01
39 C -2.92615 6.74213 3.62975  -0.08
40 C -3.13203 6.42873 2.27630  -0.09
41 C -2.45960 5.39026 1.66330  -0.02
42 C -1.56333 4.67916 2.45325  -0.19
43 N -0.72997 3.60360 2.19001  0.15
44 H 2.43477 -2.40870 3.52039  0.11
45 H 3.43973 -1.96549 2.11119  0.10
46 H 2.01177 -3.00863 1.90575  0.07
47 H 3.53384 -0.56681 4.05021  0.10
48 H 1.94319 3.26631 5.10103  0.12
49 H -0.86128 1.39317 1.93906  0.08
50 H -1.89486 6.24136 5.45857  0.12
51 H -3.46457 7.57750 4.05736  0.10
52 H -3.83290 7.01836 1.70040  0.10
53 H -2.63108 5.14519 0.62270  0.11
54 H -0.44751 3.31992 1.26573  0.16
55 C 4.54167 -4.38203 -2.30819  -0.04
56 N 4.22550 -3.29023 -1.38558  -0.21
57 C 5.24493 -2.24273 -1.36787  -0.08
58 C 2.97483 -3.06096 -0.92997  -0.69
59 S 2.46862 -1.42201 -0.87077  0.77
60 N 2.22896 -4.11893 -0.56317  -0.18
61 C 2.80519 -5.43497 -0.28369  -0.03
62 C 0.78313 -4.07083 -0.40465  -0.07
63 H 4.97114 -3.95035 -3.21332  0.10
64 H 3.65072 -4.93147 -2.59103  0.09
65 H 5.27287 -5.07039 -1.88318  0.10
66 H 6.21779 -2.72998 -1.31765  0.10
67 H 5.12496 -1.60465 -0.49832  0.07
68 H 5.20272 -1.62469 -2.26719  0.09
69 H 3.87091 -5.35811 -0.09636  0.09
70 H 2.62494 -6.14391 -1.09286  0.10
71 H 2.32812 -5.83147 0.61229  0.10
72 H 0.45140 -3.04515 -0.26432  -0.01
73 H 0.50109 -4.65063 0.47314  0.10
74 H 0.27487 -4.49365 -1.27396  0.10

Calculated values
ΔE to the lowest compared entry with this formula, charge and spin = 0.0 kJ/mol
molar mass = 740.15 g/mol
HOMO = -10.29 eV
E_tot = -5261.7208 Eh
charge = +1
spin multiplicity = 1
E_LUMO = -4.12 eV